The following is a DFT calculation (the ωB97M-V functional and the def2-TZVPD basis) of a 2-piece molecular cluster, C5H14NO2 overall.

The geometry in XYZ format:
```
22
Properties=species:S:1:pos:R:3:forces:R:3
C 1.556034 -1.582364 0.156146 -1.0 -1.4 -1.1
O 1.169019 -2.823855 -0.505914 0.5 -0.1 0.9
C 0.219048 -0.804598 0.472779 2.7 0.8 -3.2
C 0.674453 0.675870 0.237499 -1.8 0.5 -0.8
C -0.201499 1.723717 0.877377 -0.3 0.7 0.7
C 0.132818 2.161653 2.092503 -0.4 0.1 -1.0
N -0.677481 -1.171665 -0.723416 -2.1 0.7 -0.3
H 2.219896 -1.700263 1.014604 -0.3 -0.1 0.0
H 2.121902 -1.115169 -0.680416 -0.5 0.5 0.9
H 1.401249 -3.612168 0.000398 0.0 0.2 0.0
H -0.366925 -0.992161 1.346684 0.2 -0.3 0.7
H 0.557947 0.886476 -0.847344 0.5 -0.5 0.3
H 1.728988 0.818481 0.446437 0.0 -0.1 0.4
H -1.063797 2.141981 0.296873 0.8 -0.6 0.7
H 1.042256 1.787549 2.495282 0.6 -0.3 0.6
H -0.358107 2.931357 2.656952 -0.4 0.1 0.0
H -1.611008 -1.449936 -0.395739 0.3 0.0 0.0
H -0.884501 -0.368427 -1.342429 0.0 0.2 0.5
H -0.412613 -1.917859 -1.369476 0.9 -0.4 0.7
H -3.081487 1.434920 -1.668153 0.1 -0.1 0.1
H -2.026656 1.671488 -2.723284 0.1 0.0 0.0
O -2.139533 1.304969 -1.837357 -0.1 -0.1 -0.2
```
Forces are in eV/Å.

The gap between HOMO and LUMO is 10.12 eV. The total charge is +1. The calculation puts the HOMO energy at -13.17 eV.

=====

The following is a DFT calculation (the ωB97M-V functional and the def2-TZVPD basis) of a 7-piece molecular cluster, C30H50BIO13 overall.

The geometry in XYZ format:
```
95
Properties=species:S:1:pos:R:3:forces:R:3
C -2.650827 -0.016410 -1.445259 0.0 0.4 -0.2
C -1.145651 -0.074142 -1.625872 -0.1 -0.4 0.4
I -0.658076 0.336305 -3.685487 0.1 0.1 0.0
C -0.547935 -1.431478 -1.205222 0.0 0.1 -0.1
B 0.945740 -1.236139 -0.784786 0.2 -0.2 0.0
C 2.143023 -1.510989 -1.750814 0.0 0.2 -0.1
C 3.118623 -0.336560 -1.900810 0.1 -0.2 0.0
C 3.965793 -0.105798 -0.656118 0.0 0.2 0.0
O 3.955366 -0.505276 -3.042453 -0.2 0.2 0.1
H -2.903281 -0.008389 -0.385143 0.0 -0.2 0.0
H -3.051433 0.908455 -1.860528 -0.1 -0.1 0.0
H -3.135687 -0.867195 -1.926030 0.0 0.0 0.0
H -0.683087 0.735988 -1.060560 0.0 0.1 -0.2
H -1.137985 -1.807684 -0.364906 -0.1 0.0 0.0
H -0.624500 -2.142553 -2.027085 -0.2 0.0 0.0
H 1.175808 -0.801690 0.311649 -0.1 0.1 0.0
H 2.675128 -2.381485 -1.338207 0.1 0.0 0.0
H 1.794261 -1.790490 -2.746679 0.0 0.0 0.0
H 2.544262 0.567567 -2.117757 0.0 0.0 0.0
H 4.394202 0.896980 -0.666554 0.1 0.0 0.0
H 3.386538 -0.234092 0.256532 0.0 0.0 0.0
H 4.797008 -0.815863 -0.635729 0.0 -0.1 0.0
H 4.664279 -1.105352 -2.794723 0.3 -0.1 -0.1
O 0.783003 -4.569487 -0.777258 0.1 0.1 0.1
C 0.522349 -4.984498 -1.870856 -0.1 -0.1 0.0
C 0.375870 -6.426534 -2.321579 0.1 0.1 -0.3
C 0.457328 -6.315193 -3.844681 0.0 0.0 0.1
C -0.091353 -4.911644 -4.083945 -0.1 -0.1 -0.1
O 0.294050 -4.163051 -2.913132 0.0 0.1 -0.1
H -0.597038 -6.787648 -1.984401 0.0 0.0 0.0
H 1.157226 -7.039524 -1.881338 -0.1 0.0 0.1
H -0.097016 -7.081685 -4.381376 -0.1 0.0 0.0
H 1.500355 -6.365973 -4.160662 0.0 0.0 0.0
H -1.178592 -4.890807 -4.158606 0.0 0.0 0.0
H 0.332451 -4.419751 -4.955504 0.0 0.1 0.1
O 7.032139 -1.847674 -2.856100 -0.1 0.0 0.0
C 7.599626 -2.416417 -1.970986 -0.1 0.0 0.1
C 7.763920 -1.978817 -0.526091 0.3 -0.1 0.0
C 8.889970 -2.881200 -0.023881 -0.1 0.1 0.0
C 8.710686 -4.115004 -0.902874 0.0 0.0 0.1
O 8.194010 -3.618841 -2.149450 0.1 0.0 0.0
H 6.822618 -2.165677 -0.006066 0.0 0.0 0.0
H 7.992741 -0.918174 -0.478489 -0.1 0.0 0.0
H 8.844710 -3.107032 1.039035 0.0 0.0 0.0
H 9.854819 -2.417206 -0.231176 0.0 0.0 0.0
H 7.984792 -4.817016 -0.487446 0.0 0.0 0.0
H 9.637675 -4.645053 -1.105009 0.0 0.0 -0.1
O -3.335966 -4.088510 -4.438697 0.0 0.0 0.0
C -4.318535 -3.421784 -4.289356 0.0 0.1 -0.1
C -4.595205 -2.022499 -4.808045 -0.2 0.1 0.4
C -5.792089 -1.581194 -3.965018 0.1 -0.1 0.0
C -6.465936 -2.914512 -3.661443 0.0 0.1 0.0
O -5.393921 -3.873186 -3.604466 0.0 0.0 0.0
H -4.839523 -2.090651 -5.869303 0.1 0.0 0.0
H -3.727403 -1.383439 -4.673078 0.2 -0.1 -0.2
H -6.452064 -0.871781 -4.458918 0.0 0.0 0.0
H -5.441659 -1.126014 -3.037926 0.0 0.0 0.0
H -7.155924 -3.220929 -4.450660 0.0 0.0 0.0
H -6.988866 -2.932032 -2.708937 0.0 -0.1 0.0
O -4.534761 1.852219 0.317384 -0.1 0.0 0.0
C -3.917959 2.290253 1.247464 0.0 0.1 -0.1
C -2.911032 3.423699 1.240424 0.2 -0.2 0.2
C -2.165244 3.232825 2.559543 0.0 0.0 -0.1
C -3.230933 2.568678 3.419551 0.0 0.1 0.0
O -4.039667 1.798706 2.496275 0.0 0.0 0.1
H -3.460851 4.366944 1.205748 0.0 0.0 0.0
H -2.273419 3.350162 0.362557 -0.1 0.1 -0.1
H -1.765770 4.157462 2.968364 -0.1 -0.1 0.1
H -1.331012 2.544780 2.415987 0.0 0.0 0.0
H -3.882315 3.299606 3.906740 0.0 0.0 0.0
H -2.822781 1.901715 4.169005 0.0 -0.1 0.0
O -1.422167 2.372177 6.052771 0.0 0.0 0.0
C -1.884964 2.708683 7.101938 -0.1 -0.1 0.0
C -3.338818 2.674206 7.539876 0.0 0.3 0.2
C -3.344766 3.583774 8.767631 0.0 0.0 -0.1
C -1.919325 3.413645 9.283568 -0.1 0.0 0.0
O -1.118991 3.179300 8.112597 0.0 0.0 0.1
H -3.592865 1.642088 7.786634 0.0 0.0 0.0
H -3.983556 3.016566 6.735386 0.0 -0.1 -0.1
H -4.098153 3.331620 9.510391 0.0 0.0 0.0
H -3.504775 4.617569 8.459851 0.0 0.0 0.0
H -1.818780 2.550325 9.944631 0.0 0.0 0.0
H -1.531486 4.292953 9.790942 0.1 0.0 0.0
O -0.563082 6.011449 2.791320 0.0 0.2 0.0
C -0.020862 5.994620 1.724683 0.1 0.0 0.1
C 0.351990 7.165976 0.835921 -0.1 -0.2 -0.3
C 0.612270 6.497397 -0.514404 0.0 0.0 0.1
C 1.070016 5.105929 -0.089321 0.0 0.0 -0.1
O 0.365382 4.838877 1.137694 0.0 -0.1 -0.1
H 1.248570 7.630621 1.249407 0.0 0.0 0.0
H -0.451845 7.896119 0.818168 0.0 0.1 0.1
H 1.340494 7.011118 -1.137469 0.0 0.0 0.0
H -0.320288 6.423056 -1.074854 0.0 0.0 0.0
H 2.140979 5.065480 0.117884 0.0 0.0 0.0
H 0.819963 4.326156 -0.804029 0.0 0.0 0.0
```
Forces are in eV/Å.

Its SMILES is C[C@H](I)CBC[C@@H](C)O.O=C1CCCO1.O=C1CCCO1.O=C1CCCO1.O=C1CCCO1.O=C1CCCO1.O=C1CCCO1. The gap between HOMO and LUMO is 9.45 eV. The calculation puts the HOMO energy at -8.87 eV.

=====

The following is a DFT calculation (the ωB97M-V functional and the def2-TZVPD basis) of a 7-piece molecular cluster, C18H24Cl6F4O12 overall.

The geometry in XYZ format:
```
64
Properties=species:S:1:pos:R:3:forces:R:3
O -3.382590 2.184158 0.255775 -0.2 0.0 -0.1
C -2.586949 2.825592 0.851810 0.4 0.0 0.1
O -1.245695 2.678601 0.738282 -0.3 0.0 0.0
C -0.580642 3.621033 1.570556 0.1 0.3 -0.2
C -1.714690 4.365378 2.284203 0.2 -0.2 -0.4
F -1.755557 5.682762 1.958804 0.2 0.1 0.1
O -2.878621 3.771399 1.778059 -0.1 -0.2 0.2
H 0.070054 3.109064 2.277127 0.0 -0.1 -0.1
H 0.000470 4.279881 0.924282 0.0 0.1 0.2
H -1.651767 4.267380 3.364618 -0.3 0.2 0.1
O 4.151072 -6.500561 1.611342 0.1 -0.1 0.1
C 4.135628 -5.466954 1.043997 -0.1 0.1 -0.4
O 3.874990 -4.265385 1.584968 0.4 0.1 0.5
C 3.900979 -3.254470 0.593559 -0.4 0.0 -0.7
C 4.426230 -3.991705 -0.643241 0.2 0.5 0.7
F 5.769806 -3.685904 -0.795846 -0.1 0.2 -0.3
O 4.352177 -5.327605 -0.309321 -0.3 -0.2 0.0
H 2.891477 -2.855807 0.488267 0.0 -0.2 -0.2
H 4.552312 -2.409932 0.806429 0.2 -0.3 0.5
H 3.908382 -3.741546 -1.563669 0.1 -0.3 -0.2
O -3.257988 -1.987917 -1.189619 0.2 0.0 0.1
C -4.146208 -1.386554 -0.678951 -0.3 -0.3 -0.2
O -5.417089 -1.363875 -1.129739 -0.1 0.2 0.2
C -6.086040 -0.293454 -0.432149 0.5 0.2 -0.6
C -5.309648 -0.233562 0.857530 -0.2 -0.1 0.3
F -5.754294 -1.151525 1.777083 -0.1 -0.1 -0.1
O -4.029575 -0.630163 0.442476 0.1 0.0 0.2
H -5.865748 0.616590 -0.997384 -0.2 0.1 0.1
H -7.155063 -0.452314 -0.379886 0.0 -0.3 0.2
H -5.289963 0.729267 1.358517 0.3 0.1 -0.2
O -2.225421 5.116546 -2.622581 -0.2 0.2 0.2
C -1.195159 4.581548 -2.827412 0.1 -0.1 -0.5
O -0.803073 4.085827 -4.025977 -0.1 0.5 0.0
C 0.470443 3.497720 -3.919364 0.8 -0.6 0.4
C 0.858702 3.656333 -2.443037 -0.5 0.5 0.3
F 1.946796 4.447600 -2.215341 0.2 0.0 -0.6
O -0.234521 4.359233 -1.899066 0.0 -0.5 0.4
H 0.382279 2.445856 -4.187105 0.1 0.0 0.0
H 1.240061 3.974817 -4.527380 -0.3 0.2 -0.2
H 1.031063 2.734357 -1.896340 -0.1 -0.1 0.0
Cl 2.711797 2.579100 0.050851 0.2 -0.3 0.4
C 3.334497 2.444172 1.748712 -0.5 0.3 -0.6
C 4.109343 1.198684 2.041189 0.6 -0.1 0.5
Cl 3.138200 -0.273737 2.308789 -0.1 0.3 -0.2
H 2.472687 2.535147 2.404364 0.0 0.0 0.0
H 3.950576 3.334370 1.825182 0.2 -0.1 0.3
H 4.616031 1.369387 2.991872 0.1 0.0 0.0
H 4.868473 0.990811 1.292727 -0.1 0.0 -0.1
Cl 1.266029 -1.158849 -0.965213 0.1 0.2 -0.4
C 0.421399 0.082823 0.011268 0.8 0.2 -0.4
C -0.787992 -0.483752 0.638681 -0.6 0.5 1.0
Cl -0.400896 -1.655590 1.925606 0.1 -0.1 -0.1
H 0.175758 0.951553 -0.597967 -0.2 -0.3 -0.3
H 1.183202 0.433482 0.696782 -0.2 -0.2 0.4
H -1.487599 -0.928815 -0.058509 0.1 -0.2 -0.1
H -1.284280 0.333695 1.162292 -0.1 -0.1 -0.2
Cl -0.401403 -5.040596 1.431317 0.0 -0.1 0.2
C -0.644450 -4.377896 -0.185800 0.0 -0.2 -0.9
C -0.432471 -5.419347 -1.277021 -0.3 0.0 -0.1
Cl 1.107308 -6.302207 -1.131163 0.0 0.1 0.0
H 0.025741 -3.542467 -0.364690 0.1 0.0 0.4
H -1.669750 -4.023989 -0.280478 0.0 0.1 0.2
H -0.417617 -4.941529 -2.255618 0.0 0.2 0.1
H -1.251225 -6.136150 -1.297480 0.2 -0.2 0.2
```
Forces are in eV/Å.

Its SMILES is O=C1OC[C@@H](F)O1.O=C1OC[C@@H](F)O1.O=C1OC[C@@H](F)O1.O=C1OC[C@@H](F)O1.ClCCCl.ClCCCl.ClCCCl. The gap between HOMO and LUMO is 10.15 eV. The calculation puts the HOMO energy at -10.21 eV.

=====

The following is a DFT calculation (the ωB97M-V functional and the def2-TZVPD basis) of C42H55IN3O5PdSSe as an isolated structure.

The geometry in XYZ format:
```
109
Properties=species:S:1:pos:R:3:forces:R:3
Pd 0.063305 0.215418 0.282266 0.1 -1.2 0.0
C 2.125236 5.064725 6.138567 0.0 0.0 0.0
C 0.840059 4.228921 6.031590 0.0 0.0 -0.1
C 0.884430 3.132905 7.096386 0.0 0.0 0.0
C -0.381661 5.124300 6.296397 0.0 0.0 0.0
C 0.724731 3.664121 4.624541 0.0 0.0 0.0
C 0.532032 2.284772 4.381564 0.0 0.1 0.1
C 0.457930 1.815722 3.108867 0.1 0.2 -0.1
Se 0.201183 -0.056378 2.803265 -0.2 0.1 0.1
C 2.035677 -0.614999 2.796356 0.2 0.0 -0.1
C 2.681539 -0.842281 3.970526 0.1 -0.1 0.1
C 4.041438 -1.229805 3.982539 -0.1 0.0 0.0
C 4.672591 -1.480532 2.753135 0.0 0.0 0.0
C 4.073016 -1.317722 1.528312 -0.1 0.0 0.1
C 2.729636 -0.739460 1.525072 0.1 0.0 0.0
O 2.221231 -0.312375 0.468238 0.0 0.1 -0.2
C 4.837049 -1.692612 0.256941 -0.1 0.0 0.1
C 5.916922 -0.626496 0.018439 0.0 0.1 0.0
C 5.510125 -3.058703 0.473608 0.1 0.0 0.0
C 3.970107 -1.809959 -1.004094 0.0 0.0 0.0
C 4.820663 -1.413414 5.275148 -0.1 0.0 -0.1
C 6.068340 -0.517075 5.233890 0.0 0.0 0.0
C 5.250034 -2.884607 5.392982 0.0 0.0 0.0
C 3.997280 -1.042926 6.508053 0.0 0.0 0.1
C 0.577523 2.706869 1.963382 0.1 -0.1 0.0
O 0.626063 2.259360 0.793999 -0.4 0.2 -0.1
C 0.689491 4.144503 2.213705 0.0 -0.1 0.1
C 0.776337 4.539800 3.526569 0.0 0.0 0.0
C 0.591616 5.172622 1.090590 0.0 -0.1 0.0
C -0.908973 5.332389 0.781586 0.0 0.0 -0.1
C 1.150832 6.526541 1.545349 0.0 0.1 0.0
C 1.326639 4.778475 -0.201500 0.1 0.0 0.0
H 2.236909 5.427303 7.161192 0.0 0.0 0.0
H 2.109212 5.933390 5.480939 0.0 0.0 0.0
H 3.005989 4.469346 5.891185 0.0 0.0 0.0
H 1.026547 3.590209 8.075552 0.0 0.0 0.0
H 1.712889 2.438824 6.935393 0.0 0.0 0.0
H -0.044003 2.560363 7.136898 0.0 0.0 0.0
H -0.314257 5.546145 7.300571 0.0 0.0 0.0
H -1.309728 4.554860 6.227808 0.0 0.0 0.0
H -0.439175 5.951869 5.588973 0.0 0.0 0.0
H 0.443195 1.602387 5.214850 0.0 0.0 0.0
H 2.156011 -0.714330 4.906633 0.0 0.0 0.0
H 5.692778 -1.837637 2.780858 0.0 0.0 0.0
H 6.598996 -0.547629 0.866515 0.0 0.0 0.0
H 5.468380 0.353424 -0.153150 0.0 0.0 0.0
H 6.504046 -0.888375 -0.863629 0.0 0.0 0.0
H 6.268868 -3.040285 1.255429 0.0 0.0 0.0
H 6.007450 -3.360463 -0.448595 0.0 0.0 0.0
H 4.777446 -3.826163 0.729395 0.0 0.0 0.0
H 3.620322 -0.844395 -1.356482 0.0 0.0 0.0
H 3.095498 -2.442319 -0.840104 0.0 0.0 0.0
H 4.576429 -2.264769 -1.788922 0.0 0.0 0.0
H 6.729167 -0.770943 4.405100 0.0 0.0 0.0
H 6.634852 -0.639045 6.157990 0.0 0.0 0.0
H 5.795309 0.535388 5.139498 0.0 0.0 0.0
H 5.882625 -3.194618 4.560968 0.0 0.0 0.0
H 4.385716 -3.549624 5.426979 0.0 0.0 0.0
H 5.819695 -3.022647 6.313300 0.0 0.0 0.0
H 3.651775 -0.007116 6.472857 0.0 0.0 0.0
H 4.617452 -1.149722 7.398201 0.0 0.0 0.0
H 3.130427 -1.693695 6.637136 0.0 0.0 0.0
H 0.878665 5.592667 3.739957 0.0 0.0 0.0
H -1.467677 5.610805 1.677181 0.0 0.0 0.0
H -1.333942 4.417301 0.370324 0.0 0.0 0.0
H -1.034946 6.126596 0.042410 0.0 0.0 0.0
H 0.541533 6.995659 2.319278 0.0 0.0 0.0
H 1.152552 7.204190 0.692210 0.0 0.0 0.0
H 2.176530 6.448713 1.912280 0.0 0.0 0.0
H 0.845485 3.957884 -0.721073 0.0 0.0 0.0
H 2.366558 4.504772 -0.009886 0.0 0.0 0.0
H 1.327781 5.647381 -0.861298 0.0 0.0 0.0
C -8.794299 0.598550 0.410944 0.0 0.0 0.0
C -7.304494 0.790577 0.369247 0.0 0.0 0.0
C -6.726963 1.678080 -0.530763 0.1 0.0 0.0
C -5.353154 1.879911 -0.553502 -0.1 0.0 0.0
C -4.549609 1.186409 0.338449 -0.1 0.0 -0.3
C -5.103387 0.295797 1.249424 0.1 0.0 0.0
C -6.471830 0.103750 1.255062 -0.1 0.0 0.0
S -2.811074 1.456024 0.266345 0.1 0.2 0.3
O -2.595860 2.589023 -0.602503 0.1 -0.1 0.1
O -2.354266 1.531802 1.639294 0.0 0.0 0.0
N -2.116637 0.123916 -0.343318 0.4 0.3 -0.3
C -1.766160 0.155706 -1.715155 -0.2 -0.1 0.5
C -2.651486 0.278574 -2.777822 -0.1 0.0 -0.1
C -2.130958 0.332969 -4.056110 0.1 0.0 0.0
C -0.753128 0.250283 -4.244416 0.0 0.0 0.0
C 0.051320 0.093358 -3.137138 0.1 -0.2 0.1
N -0.446418 0.020797 -1.899096 -0.1 0.6 -0.1
H -9.257263 0.887652 -0.531361 0.0 0.0 0.0
H -9.238681 1.211107 1.197952 0.0 0.0 0.0
H -9.058481 -0.438506 0.616742 0.0 0.0 0.0
H -7.359575 2.222701 -1.220986 0.0 0.0 0.0
H -4.904319 2.579983 -1.244108 0.0 0.0 0.0
H -4.470982 -0.229330 1.953850 0.0 0.0 0.0
H -6.910991 -0.588173 1.963754 0.0 0.0 0.0
H -3.713627 0.356654 -2.589373 0.0 0.0 0.0
H -2.790808 0.448266 -4.905880 0.0 0.0 0.0
H -0.310235 0.300646 -5.228135 0.0 0.0 0.0
H 1.126498 0.000996 -3.225441 0.0 0.0 0.0
N -2.042310 -2.786903 -0.421152 0.0 0.2 -0.1
C -0.716487 -2.928382 -0.361449 0.0 0.0 0.1
O 0.006344 -2.189759 0.316748 0.1 0.1 -0.2
C -0.090418 -4.086605 -1.099007 0.0 0.0 0.1
I -0.478036 -4.025298 -3.189177 0.0 0.1 -0.1
H -2.416852 -1.891560 -0.102244 0.0 -0.1 0.0
H -2.567927 -3.314769 -1.099193 0.0 0.0 0.0
H -0.471346 -5.038538 -0.737539 0.0 0.0 0.0
H 0.984019 -4.033811 -0.971238 0.0 0.0 0.0
```
Forces are in eV/Å.

The expectation value of S² is 6.075. The gap between HOMO and LUMO (spin up / spin down) is 8.70 / 6.09 eV. The total charge is +1. The calculation puts the HOMO energy (spin up / spin down) at -10.51 / -10.82 eV. Its spin multiplicity is 5.

=====

The following is a DFT calculation (the ωB97M-V functional and the def2-TZVPD basis) of a 2-piece molecular cluster, C4H8Br2N overall.

The geometry in XYZ format:
```
15
Properties=species:S:1:pos:R:3:forces:R:3
C 3.473915 -0.728278 -0.220960 2.4 3.6 -1.9
C 2.401690 -1.388734 0.009604 -1.4 -2.8 0.8
C -1.697158 1.506943 -0.551515 2.7 2.8 -0.6
C -1.683463 -0.680020 -0.002268 0.4 -1.9 -1.2
N -1.938132 0.619355 0.621447 -1.5 0.1 -2.4
Br 0.889436 -0.798328 1.003479 0.2 0.5 0.6
Br -2.721024 -1.997654 0.698944 -0.3 0.0 0.4
H 3.595383 0.393221 -0.156378 -0.6 -1.3 0.6
H 4.332501 -1.071521 -0.825788 -0.7 -0.7 0.7
H -1.937607 0.994246 -1.475697 0.0 -0.3 0.1
H -2.340197 2.435052 -0.530738 0.9 -0.9 0.5
H -0.519811 1.745931 -0.549735 -2.9 -0.3 -0.2
H 2.265044 -2.478652 -0.074220 0.3 0.7 -0.4
H -2.950343 0.765623 0.782078 0.7 -0.2 1.7
H -1.170241 0.682821 1.271750 -0.3 0.8 1.4
```
Forces are in eV/Å.

The gap between HOMO and LUMO is 7.48 eV. The total charge is +1. The calculation puts the HOMO energy at -13.01 eV.